This record from OMol25 describes the molecule C14H19NO5. The level of theory is the ωB97M-V functional and the def2-TZVPD basis.

Calculated values
HOMO energy (eV): -8.671
Energy relative to the best compared isomer or geometry (same formula, charge and spin) (kJ/mol): 275.38
Net charge: 0
SMILES: C=C(C)CCOC(=O)[C@@H](CC(=O)O)NCc1ccco1
Multiplicity: 1
Kohn-Sham gap (eV): 9.29

Each atom is followed by the atoms it is bonded to, with distances in Å.
Positions of all 39 atoms, in Å:
1 O 1.2169 4.3736 0.5153  C6 1.233
2 O -0.7958 2.4254 -1.7763  C7 1.216
3 O -0.6693 3.7041 1.5851  C6 1.356, H21 0.973
4 O 3.1122 -1.9611 -2.0413  C9 1.406, C12 1.365
5 O -1.2307 0.4178 -0.8186  C7 1.334, C17 1.432
6 C 0.5059 3.4655 0.9525  O1 1.233, O3 1.356, C19 1.521
7 C -0.4493 1.4515 -1.1363  O2 1.216, O5 1.334, C20 1.546
8 C -2.7693 -1.8741 1.4856  C13 1.345, H22 1.080, H23 1.084
9 C 3.6767 -3.2424 -2.1719  O4 1.406, C10 1.370, H24 1.092
10 C 4.4376 -3.5014 -1.0622  C9 1.370, C11 1.442, H25 1.086
11 C 4.2790 -2.3859 -0.1615  C10 1.442, C12 1.367, H26 1.055
12 C 3.4664 -1.4973 -0.8078  O4 1.365, C11 1.367, C16 1.509
13 C -3.4854 -0.8585 0.9700  C8 1.345, C15 1.495, C18 1.540
14 N 1.5817 0.0924 -0.5602  C16 1.514, C20 1.491, H27 1.011
15 C -4.3156 0.0130 1.8574  C13 1.495, H28 1.097, H29 1.070, H30 1.107
16 C 3.0496 -0.1464 -0.2787  C12 1.509, N14 1.514, H31 1.120, H32 1.119
17 C -2.6360 0.5898 -1.0340  O5 1.432, C18 1.539, H33 1.120, H34 1.054
18 C -3.4791 -0.6030 -0.5487  C13 1.540, C17 1.539, H35 1.093, H36 1.105
19 C 1.0221 2.0394 0.8423  C6 1.521, C20 1.541, H37 1.091, H38 1.094
20 C 0.9953 1.4631 -0.5866  C7 1.546, N14 1.491, C19 1.541, H39 1.112
21 H -0.8666 4.6340 1.3793  O3 0.973
22 H -2.6878 -2.1576 2.5244  C8 1.080
23 H -2.2087 -2.4950 0.7964  C8 1.084
24 H 3.5354 -3.9402 -3.0004  C9 1.092
25 H 5.0354 -4.3895 -0.8772  C10 1.086
26 H 4.7017 -2.2531 0.7954  C11 1.055
27 H 0.9646 -0.5503 -0.0822  N14 1.011
28 H -5.3008 0.2000 1.4128  C15 1.097
29 H -4.4922 -0.4942 2.7833  C15 1.070
30 H -3.8166 0.9696 2.1047  C15 1.107
31 H 3.5988 0.6682 -0.8157  C16 1.120
32 H 3.2570 -0.0666 0.8176  C16 1.119
33 H -2.9530 1.5177 -0.4923  C17 1.120
34 H -2.8454 0.7319 -2.0568  C17 1.054
35 H -4.5217 -0.4660 -0.8481  C18 1.093
36 H -3.1057 -1.4805 -1.1073  C18 1.105
37 H 0.5246 1.4067 1.5784  C19 1.091
38 H 2.0878 2.0400 1.0906  C19 1.094
39 H 1.5803 2.1595 -1.2272  C20 1.112

This record from OMol25 describes a 2-piece molecular cluster, C5H10FN2S overall. The level of theory is the ωB97M-V functional and the def2-TZVPD basis.

Calculated values
HOMO energy (eV): -13.266
Energy relative to the best compared isomer or geometry (same formula, charge and spin) (kJ/mol): 247.46
Net charge: +1
Multiplicity: 1
Kohn-Sham gap (eV): 8.62

Each atom is followed by the atoms it is bonded to, with distances in Å.
Positions of all 19 atoms, in Å:
1 C 1.5675 0.2009 1.3009  N6 1.599, N7 1.348, S9 1.618
2 C -1.8222 -1.3757 0.2328  C3 1.318, H10 1.162, H11 1.069
3 C -1.7766 -0.0637 0.1126  C2 1.318, F8 1.338, H12 1.078
4 C 0.5645 -0.2153 -0.8344  C5 1.503, N6 1.311, H13 1.026
5 C 0.0253 0.1156 -2.1976  C4 1.503, H14 1.131, H15 1.157, H16 1.099
6 N 1.0305 0.7629 -0.0962  C1 1.599, C4 1.311, H17 1.031
7 N 1.5766 1.0188 2.3720  C1 1.348, H18 1.024, H19 1.033
8 F -1.2768 0.6832 1.1036  C3 1.338
9 S 2.0341 -1.3487 1.3117  C1 1.618
10 H -1.3224 -2.0015 1.0745  C2 1.162
11 H -2.2524 -1.9553 -0.5555  C2 1.069
12 H -2.3230 0.4232 -0.6786  C3 1.078
13 H 0.6527 -1.2028 -0.5699  C4 1.026
14 H 0.9436 0.1311 -2.8579  C5 1.131
15 H -0.3398 1.1920 -2.4112  C5 1.157
16 H -0.7640 -0.6069 -2.4495  C5 1.099
17 H 0.6301 1.6608 -0.4066  N6 1.031
18 H 1.4102 2.0237 2.2629  N7 1.024
19 H 1.4420 0.5575 3.2864  N7 1.033

This record from OMol25 describes a 3-piece molecular cluster, C12H30O7S2 overall. The level of theory is the ωB97M-V functional and the def2-TZVPD basis.

Calculated values
HOMO energy (eV): -9.172
Net charge: 0
Multiplicity: 1
Kohn-Sham gap (eV): 9.56

Each atom is followed by the atoms it is bonded to, with distances in Å.
Positions of all 51 atoms, in Å:
1 C -1.1773 -5.4678 0.3531  O2 1.407, H14 1.089, H15 1.083, H16 1.089
2 O -0.7651 -5.4414 -0.9914  C1 1.407, C3 1.414
3 C -1.0776 -4.2210 -1.6334  O2 1.414, C4 1.537, H17 1.087, H18 1.084
4 C -0.1139 -3.0852 -1.2537  C3 1.537, O5 1.400, H19 1.082, H20 1.094
5 O 1.1930 -3.5786 -1.1617  C4 1.400, C6 1.412
6 C 2.1278 -2.6297 -0.6920  O5 1.412, C7 1.511, H21 1.090, H22 1.087
7 C 2.4063 -2.7657 0.7873  C6 1.511, O8 1.420, H23 1.085, H24 1.088
8 O 1.2456 -2.7001 1.6024  C7 1.420, C9 1.400
9 C 1.2194 -1.6718 2.5526  O8 1.400, O10 1.396, H25 1.092, H26 1.087
10 O -0.0535 -1.1039 2.6286  C9 1.396, C11 1.414
11 C -0.4260 -0.4206 1.4484  O10 1.414, C12 1.522, H27 1.083, H28 1.091
12 C -1.8673 -0.7215 1.0641  C11 1.522, O13 1.406, H29 1.093, H30 1.084
13 O -2.2844 -2.0191 1.4100  C12 1.406, H31 0.970
14 H -0.5806 -4.7971 0.9703  C1 1.089
15 H -1.0419 -6.4715 0.7355  C1 1.083
16 H -2.2314 -5.2121 0.4478  C1 1.089
17 H -2.0899 -3.9163 -1.3813  C3 1.087
18 H -0.9782 -4.4218 -2.6943  C3 1.084
19 H -0.4502 -2.6479 -0.3223  C4 1.082
20 H -0.1883 -2.3102 -2.0228  C4 1.094
21 H 1.8662 -1.6072 -0.9630  C6 1.090
22 H 3.0774 -2.8419 -1.1764  C6 1.087
23 H 2.8571 -3.7421 0.9331  C7 1.085
24 H 3.1503 -2.0243 1.0694  C7 1.088
25 H 1.9509 -0.8918 2.3308  C9 1.092
26 H 1.4082 -2.0750 3.5438  C9 1.087
27 H 0.2397 -0.6364 0.6216  C11 1.083
28 H -0.3551 0.6538 1.6219  C11 1.091
29 H -1.9565 -0.5305 -0.0081  C12 1.093
30 H -2.5338 -0.0257 1.5608  C12 1.084
31 H -1.5075 -2.5752 1.5753  O13 0.970
32 C 0.0506 2.7000 -1.5369  S33 1.792, H36 1.086, H37 1.091, H38 1.089
33 S 0.8299 1.1070 -1.7972  C32 1.792, O34 1.492, C35 1.797
34 O 1.9270 0.9842 -0.7936  S33 1.492
35 C 1.6006 1.5088 -3.3700  S33 1.797, H39 1.090, H40 1.090, H41 1.088
36 H -0.4600 2.6809 -0.5790  C32 1.086
37 H 0.8118 3.4813 -1.5336  C32 1.091
38 H -0.6784 2.8825 -2.3249  C32 1.089
39 H 2.2592 2.3678 -3.2429  C35 1.090
40 H 0.8259 1.7241 -4.1055  C35 1.090
41 H 2.1794 0.6450 -3.6903  C35 1.088
42 C -2.1161 7.0099 1.0331  S43 1.797, H46 1.088, H47 1.090, H48 1.090
43 S -1.0959 5.9820 -0.0303  C42 1.797, O44 1.488, C45 1.798
44 O -1.8206 4.6949 -0.2114  S43 1.488
45 C 0.2014 5.6896 1.1803  S43 1.798, H49 1.090, H50 1.090, H51 1.088
46 H -3.0156 7.2707 0.4802  C42 1.088
47 H -2.3829 6.4529 1.9309  C42 1.090
48 H -1.5689 7.9163 1.2915  C42 1.090
49 H -0.2263 5.2233 2.0678  C45 1.090
50 H 0.6769 6.6364 1.4352  C45 1.090
51 H 0.9348 5.0221 0.7324  C45 1.088

Number 1: E -975.77942 a.u.. Number 2: E -803.74127 a.u.. Number 3: E -1798.12897 a.u..